19
Properties=species:S:1:pos:R:3:forces:R:3:lowdin_charge:R:1 method="wB97M-V/def2-TZVPD" multiplicity=1 total_charge=0 smiles="CCC1=CC1(C)C" fmax_ev_per_a=4.34 e_tot_ha=-273.78925
C -2.7619 0.4573 0.1020 0.71 3.76 -2.05 -0.141
C -1.7697 -0.4391 -0.5422 0.15 -2.15 0.29 -0.208
C -0.4465 -0.1740 0.1770 -0.90 -1.71 -3.00 -0.146
C 0.1996 0.0658 1.2371 0.29 -0.23 -0.11 0.040
C 1.0778 -0.1038 0.0346 0.86 1.04 1.05 -0.437
C 1.7353 1.2040 -0.4297 0.06 0.48 -0.42 -0.072
C 2.0346 -1.2930 0.0036 0.36 0.78 -0.87 -0.053
H -2.7770 0.2577 1.1073 -0.45 -0.44 2.54 0.042
H -3.7395 0.4885 -0.3346 -0.62 -0.45 -0.18 0.064
H -2.3847 1.5622 -0.0001 -0.61 -1.82 0.28 0.119
H -1.6465 -0.2488 -1.6016 0.02 0.07 -0.19 0.096
H -2.2375 -1.5416 -0.4722 1.67 2.05 0.03 0.155
H 0.0962 0.0572 2.2600 0.16 0.35 2.13 0.087
H 2.4410 1.0566 -1.2886 -0.83 0.08 0.41 0.069
H 2.4082 1.6035 0.3886 -0.98 -0.10 -0.74 0.090
H 0.8960 1.9163 -0.7280 1.44 -0.53 0.50 0.093
H 2.7354 -1.2351 -0.8642 -0.93 -0.51 0.31 0.085
H 1.4549 -2.1595 0.1106 -0.87 -1.67 -0.91 0.053
H 2.6843 -1.4741 0.8403 0.48 1.02 0.91 0.066

=====

19
Properties=species:S:1:pos:R:3:forces:R:3:lowdin_charge:R:1 method="wB97M-V/def2-TZVPD" multiplicity=1 total_charge=0 smiles="C=CCC1C=C1.C" fmax_ev_per_a=0.27 e_tot_ha=-273.78620
C 1.5541 -1.1864 0.4219 -0.06 0.04 0.13 0.002
C 0.5132 -0.8510 1.1763 0.10 -0.11 -0.07 -0.198
C -0.1303 0.4986 1.3150 0.07 -0.01 -0.02 -0.188
C -1.5890 0.4345 0.8419 0.03 0.22 0.16 -0.272
C -2.0009 -0.2730 -0.4171 -0.10 -0.17 0.14 -0.019
C -2.2777 -0.8900 0.6849 -0.05 0.04 -0.24 -0.033
H 1.8567 -2.2253 0.3216 0.05 0.14 0.15 0.056
H 2.1255 -0.4551 -0.1409 -0.12 -0.10 0.13 0.033
H -0.0093 -1.6463 1.7094 0.09 0.05 -0.06 0.100
H 0.4255 1.2702 0.7681 -0.09 -0.18 0.07 0.088
H -0.1314 0.8055 2.3711 0.01 -0.10 -0.14 0.111
H -2.1859 1.2926 1.1680 0.11 -0.13 -0.04 0.111
H -2.0227 -0.2558 -1.4963 0.05 0.00 0.17 0.097
H -2.6448 -1.7663 1.1959 -0.06 0.14 -0.11 0.100
C 1.3011 1.0508 -1.9887 -0.01 0.03 -0.05 -0.052
H 2.3101 0.6383 -2.0710 -0.15 0.09 -0.05 0.022
H 1.2697 1.7563 -1.1548 0.02 -0.07 -0.18 0.017
H 1.0378 1.5648 -2.9143 0.03 -0.05 0.09 0.021
H 0.5982 0.2377 -1.7910 0.11 0.16 -0.09 0.007

=====

Quick rundown of HOMO-LUMO gap, same order as above: 10.18; 10.65 eV
Quick rundown of ΔE to the lowest compared entry with this formula, charge and spin, same order as above: 3.2464; 3.3293 eV